[1]
{"formula": "C8H28N5O9", "method": "ωB97M-V/def2-TZVPD", "elements": ["N", "O", "O", "O", "C", "O", "H", "H", "H", "H", "C", "O", "H", "H", "H", "H", "C", "O", "H", "H", "H", "H", "C", "O", "N", "N", "H", "H", "H", "H", "C", "O", "N", "N", "H", "H", "H", "H", "C", "C", "C", "O", "H", "H", "H", "H", "H", "H", "H", "H"], "xyz": [[1.988819, -0.544411, 0.069846], [1.283599, -1.571501, 0.162386], [1.854459, 0.355719, 0.916196], [2.657179, -0.340261, -0.894414], [-1.807401, -6.932731, 3.750336], [-2.397281, -5.641081, 3.544576], [-1.316691, -7.089081, 4.710996], [-2.623611, -7.652371, 3.686826], [-1.040501, -7.256461, 3.046666], [-1.819841, -5.081221, 3.020426], [3.248739, 5.783989, 3.313976], [3.554909, 5.152089, 2.075396], [2.193819, 5.997639, 3.486026], [3.678739, 5.053379, 3.999116], [3.907899, 6.651989, 3.327326], [3.176039, 4.272549, 2.008566], [3.061199, -0.933541, 5.941866], [2.047669, 0.079469, 6.051456], [3.067339, -1.505361, 5.013926], [4.047939, -0.490471, 6.076576], [2.949959, -1.772381, 6.628936], [2.003919, 0.337709, 5.127876], [5.054029, -1.863261, -7.548814], [5.357159, -0.695471, -7.650054], [5.560159, -2.745281, -8.387944], [4.331669, -2.360241, -6.572874], [5.034769, -3.606511, -8.436474], [6.092269, -2.289431, -9.115374], [4.186619, -3.359601, -6.554524], [4.032929, -1.823171, -5.771374], [-4.069281, 3.378279, 3.547716], [-4.807431, 3.545369, 4.508796], [-3.158991, 2.428339, 3.516126], [-4.153741, 3.996859, 2.408446], [-2.373801, 2.268229, 2.901356], [-3.275241, 1.944579, 4.395076], [-3.573811, 3.667159, 1.650106], [-4.524851, 4.935149, 2.363776], [-4.824691, 0.753999, -3.090074], [-3.327831, 0.599659, -2.813064], [-2.725421, -0.356021, -3.840014], [-2.791111, 1.869519, -3.119934], [-5.315791, -0.119631, -2.661474], [-5.083091, 0.741169, -4.148934], [-5.379921, 1.589329, -2.663424], [-3.162291, 0.255859, -1.792044], [-2.951601, -1.391221, -3.584444], [-1.635571, -0.343321, -3.852744], [-3.020421, -0.173391, -4.873314], [-3.211601, 2.279389, -3.879404]], "forces_ev_per_a": [[-2.89, 0.25, 1.29], [0.08, -0.91, 0.30], [0.19, 0.61, 1.43], [2.59, 0.07, -2.91], [-0.33, -0.25, -0.10], [0.50, -0.67, 0.18], [-0.21, 0.57, 0.40], [0.01, -0.05, 0.01], [-0.14, 0.46, -0.55], [0.18, -0.05, 0.05], [1.46, -1.42, -0.41], [-0.35, 0.59, -1.08], [0.07, 0.08, -0.04], [-0.54, 0.47, 1.12], [-0.49, 0.26, 0.18], [-0.15, -0.03, 0.19], [0.38, -0.56, 0.29], [0.69, -1.13, -0.54], [-0.24, 0.61, -0.58], [0.10, -0.05, 0.06], [-0.34, 0.52, 0.76], [-0.60, 0.60, -0.05], [1.03, 2.42, 0.47], [0.04, 1.56, 0.07], [0.48, -1.94, -1.33], [-1.98, -1.63, 2.03], [0.70, -0.05, -0.92], [-0.34, -0.74, -0.30], [-0.06, 0.33, 0.40], [0.12, 0.07, -0.40], [-1.06, -0.21, 1.33], [-0.05, 0.43, 0.36], [1.26, -2.63, 1.88], [-0.47, 2.76, -3.55], [-0.33, 0.23, 0.19], [0.94, -0.67, -0.28], [-0.17, 0.44, 0.08], [-0.08, -0.38, -0.06], [-1.04, -1.48, 0.63], [-1.28, 0.81, -2.83], [0.53, -1.19, 0.53], [1.50, 1.16, 1.32], [-0.30, -0.25, -0.12], [0.37, 0.02, -0.20], [0.68, 0.33, 0.33], [0.44, 0.60, -0.01], [-0.32, -0.17, -0.13], [0.06, 0.39, 0.34], [-0.40, 0.24, 0.13], [-0.24, -0.42, 0.03]], "e_homo_ev": -4.367, "e_lumo_ha": 0.0837, "charge": -1, "max_force_ha_per_bohr": 0.0878, "molar_mass_g_mol": 338.34, "spin_multiplicity": 1, "e_above_lowest_ev": 2.469, "gap_ev": 6.645}

***

[2]
{"formula": "C8H29N14O10Pb", "method": "ωB97M-V/def2-TZVPD", "elements": ["Pb", "O", "C", "O", "O", "H", "C", "O", "N", "N", "H", "H", "H", "H", "C", "O", "N", "N", "H", "H", "H", "H", "C", "O", "N", "N", "H", "H", "H", "H", "C", "O", "N", "N", "H", "H", "H", "H", "C", "O", "N", "N", "H", "H", "H", "H", "C", "O", "N", "N", "H", "H", "H", "H", "C", "O", "N", "N", "H", "H", "H", "H"], "xyz": [[-1.073126, 3.963620, -2.981195], [0.232889, -0.811394, 0.166696], [0.064636, 0.314156, -0.447828], [0.676456, 0.563752, -1.479045], [-0.696205, 1.162811, 0.044398], [0.810923, -1.114773, -0.537181], [-4.217298, -0.527064, -4.276661], [-4.064440, 0.643927, -4.339116], [-3.136458, -1.290615, -4.152123], [-5.366465, -1.158462, -4.547711], [-3.304452, -2.265293, -3.947473], [-2.222371, -0.945315, -3.896564], [-5.366326, -2.168347, -4.532598], [-6.187780, -0.618149, -4.779244], [2.142046, 5.626105, 0.606500], [1.947221, 5.033586, -0.394476], [2.869393, 6.634593, 0.572552], [1.515888, 5.546829, 1.696721], [2.834337, 7.444859, 1.174505], [3.169717, 6.844140, -0.368713], [0.797406, 4.842030, 1.781236], [1.840474, 6.042325, 2.514783], [-5.929743, 2.421097, 1.256307], [-7.127144, 2.308747, 1.578572], [-5.286934, 3.565997, 1.155363], [-5.130013, 1.363647, 1.143406], [-4.283308, 3.633441, 1.064334], [-5.858325, 4.346989, 1.444611], [-5.415434, 0.487191, 1.556258], [-4.157388, 1.513198, 0.915903], [4.625266, -3.830918, -0.181988], [3.953676, -4.750192, 0.241726], [4.680478, -2.580350, 0.332175], [5.583098, -3.970857, -1.074284], [5.579831, -2.120888, 0.319676], [4.077285, -2.504422, 1.138711], [5.605951, -4.741554, -1.726674], [6.133378, -3.139474, -1.235796], [4.691894, -1.068680, -5.041337], [5.198601, 0.019582, -4.633369], [3.506804, -1.157323, -5.473007], [5.298277, -2.159744, -5.336466], [3.188947, -0.198727, -5.460445], [3.229875, -1.998242, -5.959085], [6.305424, -2.139293, -5.263423], [4.837768, -2.815849, -5.950924], [-0.505029, 1.361235, 5.653730], [-0.241842, 1.901577, 6.711286], [-1.523146, 1.595777, 4.908547], [0.261100, 0.436282, 5.135307], [-1.860245, 1.082377, 4.106744], [-2.076542, 2.403514, 5.156375], [0.718150, -0.131513, 5.834467], [-0.009072, 0.244376, 4.181223], [-1.560615, -4.472730, 3.592250], [-1.941194, -4.979568, 4.650707], [-0.402687, -4.534673, 3.073216], [-2.285410, -3.512907, 3.054491], [0.352385, -5.116304, 3.407398], [-0.333886, -4.075243, 2.176408], [-3.241844, -3.491408, 3.378295], [-1.924850, -2.957487, 2.291846]], "forces_ev_per_a": [[0.59, -1.12, 1.01], [0.32, -1.44, 0.24], [-1.34, 3.06, 0.58], [1.07, 0.06, -2.40], [-1.59, 1.30, 0.67], [1.05, -2.01, 0.15], [0.30, -1.07, -1.16], [-0.19, 4.91, 0.28], [1.33, -3.11, 0.79], [-0.80, -0.89, 0.27], [0.46, 0.02, -0.04], [-0.58, 0.29, -0.02], [-0.53, 0.35, -0.16], [0.24, -0.28, 0.15], [-1.53, -0.07, -0.60], [-1.61, -4.38, -4.76], [6.36, 7.29, -1.59], [-3.96, -2.22, 5.89], [-0.06, -0.50, 0.16], [0.41, 0.13, 0.28], [0.32, 0.05, 0.40], [-0.32, -0.37, -0.08], [-3.10, -1.76, 2.01], [1.59, 0.55, -0.79], [0.37, 2.99, -0.58], [1.40, -1.94, -0.58], [-0.47, 0.11, 0.28], [0.49, 0.21, -0.22], [-0.01, 0.24, -0.32], [-0.19, -0.44, 0.21], [0.42, -1.20, 1.47], [-1.22, 0.17, -0.22], [-1.33, 1.15, 1.05], [1.94, -0.27, -2.44], [-0.45, 0.16, 0.35], [0.50, 0.42, 0.15], [0.08, 0.19, 0.36], [0.00, -0.56, -0.72], [3.83, 4.64, 1.01], [-0.79, -2.28, -0.02], [-5.71, 1.55, -0.49], [4.51, -4.01, 0.13], [-1.59, -0.49, -0.72], [-0.88, 1.03, -0.05], [-0.17, -0.46, -0.12], [0.79, -0.02, 0.26], [2.08, 0.31, 2.97], [-0.41, 0.65, 0.66], [-5.13, 2.84, -2.54], [1.85, -1.88, -1.08], [0.43, -0.12, 0.43], [-0.03, -0.20, 0.00], [0.32, -0.34, -0.88], [0.88, -1.26, 0.39], [-2.70, 0.01, 5.10], [0.26, -0.95, -0.64], [5.10, -0.90, -2.79], [-2.54, 1.92, -1.62], [-0.40, 0.06, -0.08], [0.80, -0.47, 0.18], [0.21, 0.40, -0.37], [-0.67, -0.03, 0.17]], "e_homo_ev": -10.805, "e_lumo_ha": -0.3082, "charge": 1, "max_force_ha_per_bohr": 0.1906, "molar_mass_g_mol": 688.61, "spin_multiplicity": 1, "e_above_lowest_ev": 15.924, "gap_ev": 2.419}

***

Among the records above, which one has the highest charge? C8H29N14O10Pb

***

Which of these has the highest charge? C8H29N14O10Pb

***

Which of these has the lowest charge? C8H28N5O9

***

Which of these has the lowest charge? C8H28N5O9